An isolated ion of composition C29H22F4NO and charge +1 in a non-equilibrium geometry, computed with ωB97M-V/def2-TZVPD.

Last column: Löwdin charge in e.
Atoms and positions in Å:
F1 1.32 4.82 -4.33  0.05
F2 -3.85 -4.38 -2.92  0.05
F3 -0.68 6.74 -0.44  0.05
F4 -0.99 -2.26 -6.06  0.05
O1 -1.81 2.24 2.51  0.09
N1 0.17 1.11 2.81  0.10
C1 0.99 -1.63 0.38  0.01
C2 -0.85 1.93 3.26  -0.44
C3 -2.13 -1.17 -2.78  -0.23
C4 -1.39 1.11 -2.06  -0.03
C5 1.30 -1.36 2.76  0.07
C6 0.82 -0.79 1.55  -0.13
C7 2.19 -3.39 1.65  -0.15
C8 -3.10 -3.29 -3.31  -0.24
C9 0.45 5.81 -2.35  0.08
C10 3.36 -5.07 2.93  -0.03
C11 0.03 1.52 0.28  0.00
C12 0.21 0.56 1.56  0.02
C13 -1.97 -0.08 -1.84  -0.08
C14 -0.62 4.38 -0.70  0.02
C15 0.40 3.38 -2.64  0.04
C16 3.25 -4.29 4.09  -0.04
C17 -0.23 5.64 -1.14  -0.22
C18 -1.48 -1.14 -4.03  0.04
C19 2.84 -4.63 1.73  -0.01
C20 -2.97 -2.23 -2.43  0.04
C21 2.58 -3.07 4.06  0.00
C22 -0.67 2.35 4.68  0.02
C23 -2.46 -3.33 -4.54  0.08
C24 -1.66 -2.24 -4.87  -0.23
C25 0.77 4.66 -3.07  -0.21
C26 -0.32 3.26 -1.45  -0.20
C27 -0.94 1.97 -0.85  -0.23
C28 1.64 -2.87 0.44  0.01
C29 2.03 -2.58 2.82  -0.13
H1 -1.47 1.53 -3.12  0.15
H2 -1.32 3.21 4.89  0.10
H3 -0.93 1.51 5.35  0.11
H4 -0.84 -0.30 -4.29  0.12
H5 0.70 6.81 -2.71  0.14
H6 1.73 -3.48 -0.46  0.13
H7 2.48 -2.46 4.97  0.12
H8 2.91 -5.21 0.83  0.12
H9 -3.48 -2.22 -1.46  0.13
H10 -1.27 4.29 0.18  0.14
H11 0.38 2.51 0.74  0.15
H12 -2.58 -4.17 -5.22  0.14
H13 -2.46 -0.24 -0.87  0.13
H14 0.57 2.53 -3.31  0.13
H15 3.86 -6.02 2.97  0.11
H16 0.39 2.64 4.84  0.10
H17 0.89 0.96 3.55  0.16
H18 1.10 -0.86 3.71  0.12
H19 -1.85 2.23 -0.37  0.12
H20 3.68 -4.65 5.03  0.12
H21 0.72 0.98 -0.37  0.12
H22 0.59 -1.28 -0.59  0.12

Properties
E_HOMO: -11.12 eV
Charge: +1
Total energy: -44828.2406 eV
SMILES: CC(=O)/[NH+]=C(\C[C@H](/C=C/c1cc(F)cc(F)c1)c1cc(F)cc(F)c1)c1ccc2ccccc2c1
Lowest unoccupied orbital energy: -5.7 eV



C29H22F5InNO18 as an isolated structure in a non-equilibrium geometry, computed with ωB97M-V/def2-TZVPD.

Last column: Löwdin charge in e.
Atoms and positions in Å:
In1 3.78 -2.66 0.87  0.74
F1 5.00 -1.23 3.70  -0.08
F2 1.14 -0.93 2.11  -0.02
F3 -0.77 -1.99 0.92  -0.03
F4 3.13 -3.05 -1.10  -0.57
F5 -0.71 -1.84 3.31  -0.05
O1 6.66 -4.04 0.30  -0.13
O2 1.37 7.00 -8.12  0.10
O3 1.07 3.33 -1.13  0.11
O4 -0.22 -5.45 0.45  0.08
O5 -3.17 5.50 1.63  0.08
O6 -2.15 1.72 5.66  0.08
O7 -0.98 8.23 -7.40  0.08
O8 -0.82 5.56 -3.50  0.09
O9 1.02 -9.95 -0.34  0.08
O10 -3.62 0.83 -1.13  0.09
O11 1.03 0.74 -0.23  0.08
O12 7.33 -1.01 3.14  -0.02
O13 -1.09 3.71 1.50  0.12
O14 1.57 4.40 -4.18  0.10
O15 -2.84 -6.08 0.99  0.09
O16 -1.62 -10.57 0.11  0.10
O17 -3.56 3.39 -2.12  0.07
O18 -4.28 3.45 5.75  0.10
N1 6.38 -3.30 2.72  0.02
C1 2.47 -3.55 2.50  -0.31
C2 5.91 -3.46 1.27  -0.32
C3 -1.93 -7.06 0.65  -0.20
C4 1.53 5.68 -6.17  0.08
C5 -2.96 4.57 2.64  -0.20
C6 0.46 -7.68 0.05  0.09
C7 0.88 6.67 -7.04  -0.31
C8 -2.52 1.38 -1.14  -0.31
C9 -0.52 -6.64 0.38  -0.26
C10 -0.40 7.28 -6.59  -0.21
C11 -1.31 -9.38 0.21  -0.31
C12 -3.77 4.52 3.70  0.07
C13 0.10 -8.96 -0.03  -0.21
C14 6.26 -1.85 3.17  -0.23
C15 -0.02 2.76 -1.15  -0.31
C16 -1.24 3.42 -1.65  0.05
C17 0.18 -2.06 2.10  -0.20
C18 -1.30 0.72 -0.66  0.08
C19 -1.81 3.65 2.50  -0.29
C20 -2.29 -8.34 0.57  0.07
C21 -3.54 3.53 4.77  -0.31
C22 -2.37 2.62 4.64  -0.21
C23 -2.41 2.78 -1.65  -0.21
C24 -1.57 2.68 3.58  0.09
C25 -0.96 6.92 -5.43  0.08
C26 -0.13 1.36 -0.67  -0.20
C27 -0.32 5.91 -4.56  -0.27
C28 0.97 5.33 -5.01  -0.20
C29 0.87 -3.55 2.17  -0.18
H1 2.84 -4.68 2.62  0.05
H2 -3.31 -8.67 0.76  0.14
H3 2.76 -3.03 3.52  0.05
H4 0.58 -4.19 1.20  0.09
H5 -1.89 7.35 -5.08  0.14
H6 -4.61 5.19 3.81  0.13
H7 -2.87 1.87 6.31  0.11
H8 -2.33 -5.24 0.98  0.12
H9 -0.71 2.02 3.47  0.14
H10 -2.45 5.34 0.98  0.11
H11 0.34 -4.12 3.07  0.13
H12 -1.40 -0.30 -0.31  0.12
H13 1.74 1.41 -0.33  0.12
H14 -0.39 8.31 -8.18  0.11
H15 3.89 -0.87 1.18  -0.06
H16 1.48 -7.36 -0.13  0.15
H17 0.97 4.31 -3.40  0.09
H18 2.47 5.26 -6.50  0.14
H19 5.89 -3.96 3.36  0.12
H20 -4.27 2.72 -2.01  0.11
H21 -1.14 4.43 -2.02  0.09
H22 0.51 -10.79 -0.34  0.11

Properties
E_HOMO: -5.65 eV
Charge: -1
Total energy: -87529.6691 eV
Lowest unoccupied orbital energy: -0.5 eV



C29H22FeN5OPS2 as an isolated structure in a non-equilibrium geometry, computed with ωB97M-V/def2-TZVPD.

Last column: Löwdin charge in e.
Atoms and positions in Å:
Fe1 -0.03 0.03 0.19  -0.11
S1 -1.72 -0.40 -1.42  0.74
S2 1.25 -1.62 -0.89  0.67
P1 -1.29 1.52 1.51  1.13
O1 1.67 0.15 1.35  -0.11
N1 0.81 -4.58 -3.06  0.11
N2 -2.84 -3.09 -3.66  0.11
N3 3.65 1.22 1.55  0.16
N4 3.19 4.21 -0.39  0.10
N5 -0.03 2.73 -1.03  0.00
C1 -1.56 -0.90 5.31  -0.13
C2 2.63 3.21 -0.22  -0.28
C3 -1.17 -1.32 1.56  -0.19
C4 1.28 4.15 3.16  -0.08
C5 -1.18 -1.89 -2.12  -0.71
C6 -4.01 1.56 0.94  -0.10
C7 -2.08 -2.56 -2.98  -0.33
C8 -2.75 1.92 0.48  -0.33
C9 -5.15 1.76 0.18  -0.09
C10 -0.69 3.13 2.17  -0.26
C11 -5.02 2.34 -1.07  -0.09
C12 0.47 -3.60 -2.54  -0.33
C13 -1.37 4.36 2.27  -0.25
C14 -0.68 5.46 2.76  -0.07
C15 -2.60 2.44 -0.81  -0.27
C16 -1.28 -1.49 4.10  -0.06
C17 -1.73 0.60 2.99  -0.31
C18 2.42 1.06 0.94  -0.54
C19 -3.77 2.66 -1.55  -0.07
C20 0.62 3.05 2.66  -0.08
C21 -2.01 1.19 4.22  -0.12
C22 -1.34 2.70 -1.62  -0.20
C23 1.96 2.00 -0.03  -0.23
C24 0.08 -2.40 -1.90  -0.75
C25 0.63 5.38 3.19  -0.10
C26 -1.96 0.44 5.39  -0.14
C27 0.65 1.69 -0.51  -0.22
C28 -2.82 4.53 1.90  -0.05
C29 -1.39 -0.79 2.88  -0.31
H1 -0.82 -2.36 1.54  0.05
H2 -3.67 3.06 -2.56  0.11
H3 1.14 6.26 3.56  0.09
H4 -1.35 1.92 -2.40  0.08
H5 4.35 1.70 1.00  0.08
H6 -2.17 0.90 6.35  0.08
H7 3.96 0.39 2.03  0.10
H8 -6.12 1.46 0.56  0.09
H9 -2.97 4.52 0.82  0.08
H10 -1.48 3.66 -2.12  0.12
H11 1.11 2.09 2.66  0.10
H12 -1.48 -1.49 6.22  0.08
H13 -3.43 3.73 2.31  0.07
H14 -3.19 5.48 2.29  0.07
H15 -1.21 6.41 2.83  0.10
H16 -2.22 2.25 4.27  0.10
H17 -5.90 2.51 -1.69  0.09
H18 -2.08 -1.23 0.97  0.01
H19 -0.98 -2.53 4.06  0.10
H20 0.39 3.65 -0.99  0.12
H21 2.30 4.05 3.51  0.10
H22 -4.09 1.10 1.93  0.10

Properties
E_HOMO: -0.40 eV
Charge: -2
Total energy: -105275.9125 eV
Lowest unoccupied orbital energy: 4.4 eV



C29H22N4O5PRe as an isolated structure in a non-equilibrium geometry, computed with ωB97M-V/def2-TZVPD.

Last column: Löwdin spin population.
Atoms and positions in Å:
Re1 -0.02 0.12 -0.24  2.45
P1 -1.75 0.93 -1.87  0.01
O1 1.36 -2.66 2.80  0.01
O2 -1.13 3.27 2.17  0.00
O3 0.84 -0.98 -1.61  0.10
O4 0.16 -1.84 1.08  0.05
O5 -1.01 1.67 0.71  0.03
N1 1.00 0.54 1.46  0.08
N2 2.88 -0.85 0.89  0.01
N3 1.97 -1.27 -3.53  0.01
N4 5.22 0.24 -2.95  0.00
C1 1.91 -0.48 1.93  0.02
C2 -1.58 3.02 -3.68  0.00
C3 1.97 -0.96 -2.28  0.01
C4 1.20 3.21 -3.50  0.00
C5 -2.30 -2.73 -3.66  0.00
C6 0.61 1.55 2.32  -0.01
C7 4.34 -0.13 -2.31  0.00
C8 3.18 -0.55 -1.59  0.01
C9 2.24 0.89 3.96  0.00
C10 -3.21 1.63 -1.15  0.00
C11 0.50 4.02 -4.39  0.00
C12 -5.45 1.34 -0.33  0.00
C13 -0.88 3.93 -4.47  0.00
C14 -4.43 3.52 -0.29  0.00
C15 -3.62 -1.08 -4.82  0.00
C16 1.17 1.77 3.52  0.07
C17 -3.19 -0.10 -3.94  0.00
C18 -3.27 3.00 -0.84  0.00
C19 2.60 -0.16 3.23  0.04
C20 -3.17 -2.39 -4.68  0.00
C21 0.51 2.30 -2.72  0.03
C22 -0.88 2.18 -2.81  0.02
C23 -5.51 2.69 -0.04  -0.01
C24 1.04 -1.77 1.93  0.02
C25 -1.85 -1.76 -2.77  0.01
C26 -2.29 -0.44 -2.92  0.00
C27 -0.54 2.21 1.75  0.00
C28 -4.31 0.80 -0.88  0.00
C29 3.07 -0.60 -0.25  0.00
H1 2.28 3.30 -3.42  0.00
H2 -4.27 -0.26 -1.13  0.00
H3 -4.49 4.58 -0.08  0.00
H4 -1.21 -2.05 -1.95  0.01
H5 -6.31 0.70 -0.14  0.00
H6 2.74 1.09 4.90  0.00
H7 -1.43 4.58 -5.14  0.00
H8 3.38 -0.84 3.53  0.00
H9 -0.76 3.66 2.98  0.00
H10 -6.42 3.11 0.38  0.00
H11 -3.51 -3.15 -5.37  0.00
H12 2.84 -1.32 -4.06  0.00
H13 0.83 -3.48 2.75  0.00
H14 -1.99 -3.76 -3.53  0.00
H15 1.11 -1.51 -4.01  0.00
H16 -3.57 0.91 -4.04  0.00
H17 -2.66 2.98 -3.74  0.00
H18 1.03 4.73 -5.01  0.00
H19 -2.43 3.64 -1.05  0.00
H20 1.08 1.68 -2.03  0.02
H21 -4.31 -0.82 -5.61  0.00
H22 0.83 2.57 4.16  0.00

Properties
E_HOMO (alpha / beta): -17.04 / -17.05 eV
Expectation value of S²: 3.79
Charge: +3
Total energy: -58017.6150 eV
Spin multiplicity: 4
Lowest unoccupied orbital energy (alpha / beta): -11.6 / -11.2 eV